Entry from the Open Molecules 2025 dataset: a structure of composition C40H40BrN11O4Ti (ωB97M-V/def2-TZVPD).

## Properties
**Expectation value of S²**: 0.773
**LUMO level (alpha / beta)**: -2.4 / -2.7 eV
**ΔE to the lowest compared entry with this formula, charge and spin**: 62.8 kJ/mol
**2S+1**: 2
**Net charge**: +1

The geometry in XYZ format:
```
97
Properties=species:S:1:pos:R:3:forces:R:3
Ti -0.91785 0.46523 -0.79452 -0.521 0.527 0.055
O 4.06472 1.32683 -1.42298 0.012 0.022 -0.001
C 3.65369 2.16649 -0.42748 -0.002 -0.014 -0.066
C 4.25222 3.40137 -0.20223 -0.001 0.010 0.011
C 3.80743 4.19921 0.83781 0.011 0.013 -0.004
C 2.77273 3.77074 1.66057 0.002 0.013 0.008
C 2.18093 2.54255 1.42009 -0.010 -0.020 0.038
C 2.60187 1.73322 0.37395 0.088 -0.002 -0.008
C 1.92290 0.42279 0.06791 -0.247 -0.040 -0.012
O 0.54448 0.52924 0.25517 0.035 0.089 -0.013
N 2.39039 -0.65314 0.95940 -0.047 -0.037 0.095
N 1.47212 -1.63484 1.18158 0.013 0.015 -0.011
C 1.88859 -2.81358 1.40162 -0.001 0.023 -0.063
C 0.96660 -3.89935 1.73140 0.035 -0.028 -0.018
Br -0.61833 -3.40507 2.66620 -0.046 -0.007 0.001
C 1.17715 -5.18814 1.46653 0.014 0.009 0.003
C 2.28811 -5.69522 0.63732 -0.024 0.000 -0.034
C 2.93826 -6.87225 1.01075 0.031 -0.006 0.008
C 3.97642 -7.37742 0.24526 -0.005 -0.010 0.012
C 4.36484 -6.72599 -0.91797 0.014 0.002 -0.022
C 3.70511 -5.57235 -1.31559 -0.007 0.008 -0.002
C 2.67022 -5.05805 -0.54743 -0.008 -0.018 0.063
H 4.71551 1.76590 -1.98084 -0.006 -0.002 0.004
H 5.06544 3.73159 -0.83998 -0.023 -0.016 0.018
H 4.27636 5.15959 1.01017 -0.004 -0.019 -0.006
H 2.43766 4.39237 2.48103 0.003 -0.022 -0.023
H 1.37284 2.19115 2.05195 0.011 -0.001 -0.012
H 2.12460 0.16347 -0.97134 0.048 -0.088 -0.088
H 3.30138 -0.99959 0.66776 0.072 0.038 0.032
H 2.94510 -3.08584 1.35070 0.015 0.007 -0.032
H 0.49223 -5.92342 1.87339 -0.007 0.001 -0.024
H 2.63402 -7.38645 1.91509 -0.003 0.011 -0.013
H 4.48138 -8.28454 0.55248 -0.018 0.019 -0.002
H 5.17081 -7.12622 -1.51991 -0.017 0.010 0.012
H 3.98708 -5.07504 -2.23572 -0.005 -0.011 0.028
H 2.13776 -4.17642 -0.88782 0.019 0.029 0.016
C -3.19904 -3.20237 -0.71904 0.009 -0.016 -0.006
C -2.17480 -4.17890 -0.76988 -0.027 -0.028 0.045
C -0.92211 -3.80702 -1.13570 0.000 0.008 -0.076
C -0.63886 -2.44947 -1.46232 -0.022 -0.042 0.047
N -1.58616 -1.49468 -1.20965 0.192 0.066 0.001
C -2.86174 -1.90551 -0.93604 0.114 0.017 -0.002
N 0.52301 -2.18235 -2.06178 0.001 0.015 -0.128
C 0.73002 -1.02380 -2.67309 -0.089 0.019 0.128
N 0.03386 0.17464 -2.49989 0.230 -0.191 -0.117
C 0.52550 1.10528 -3.41011 -0.067 0.016 0.025
N 0.16083 2.36502 -3.55786 0.041 -0.061 0.072
C -0.44937 3.02592 -2.57771 -0.002 0.069 -0.037
C -0.81298 4.38974 -2.80121 0.001 -0.033 0.016
C -1.23680 5.16828 -1.77423 -0.011 0.009 -0.006
C -1.30671 4.62113 -0.46745 0.017 0.075 0.001
C -1.01141 3.30745 -0.31926 0.010 -0.057 -0.123
N -0.65360 2.48884 -1.34478 -0.048 -0.259 0.135
C 1.55517 0.47195 -4.18800 0.038 0.019 -0.030
C 2.35848 0.95715 -5.22399 -0.048 0.017 0.027
C 3.31156 0.10950 -5.74199 0.035 -0.058 -0.002
C 3.47045 -1.20427 -5.24976 0.029 0.047 -0.051
C 2.67846 -1.68744 -4.23340 -0.055 0.000 0.041
C 1.71762 -0.82546 -3.69501 0.104 -0.042 -0.053
H -4.22881 -3.46816 -0.52789 0.015 -0.005 0.006
H -2.39708 -5.21641 -0.55457 -0.001 0.018 -0.012
H -0.12132 -4.52149 -1.26484 -0.020 0.007 -0.002
H -3.60098 -1.11995 -0.93012 -0.053 0.012 0.019
H -0.69759 4.76704 -3.80708 -0.004 0.000 0.008
H -1.49253 6.20608 -1.94540 0.003 -0.015 0.009
H -1.56821 5.22562 0.38944 0.005 0.004 -0.015
H -1.02708 2.84242 0.66132 -0.006 -0.038 0.018
H 2.22296 1.96358 -5.59918 0.005 -0.029 0.012
H 3.95141 0.44855 -6.54725 -0.015 -0.011 0.017
H 4.22837 -1.83996 -5.69014 -0.014 0.009 0.009
H 2.78313 -2.69749 -3.85726 0.000 0.033 -0.010
N -1.63514 -0.09165 1.33977 0.033 -0.056 -0.007
C -3.06275 0.13765 1.55362 0.118 0.074 -0.003
C -3.51105 0.40399 2.99191 0.004 0.017 0.020
C -2.75221 1.45532 3.80680 0.048 0.009 0.020
C -2.82218 2.88043 3.25987 -0.010 0.060 -0.023
N -4.17903 3.30292 2.93181 0.042 -0.018 0.066
C -5.05811 3.82987 3.75256 -0.017 0.032 -0.036
N -4.74408 4.15661 5.01172 -0.009 0.000 0.031
N -6.30418 4.05439 3.31526 0.021 0.002 0.033
C -3.49426 1.16642 0.49140 0.097 -0.024 -0.021
O -4.41431 1.95793 0.67696 -0.091 -0.108 -0.075
O -2.83183 1.07314 -0.60886 0.171 0.047 0.100
H -1.32836 -1.04561 1.52903 -0.033 -0.027 0.010
H -1.04005 0.49963 1.91069 -0.002 0.017 0.043
H -3.56698 -0.77680 1.23693 -0.083 -0.036 0.008
H -3.45575 -0.53924 3.53933 0.044 0.007 -0.011
H -4.57105 0.66396 2.95658 -0.016 0.002 -0.008
H -1.69553 1.18882 3.91387 -0.031 -0.013 -0.036
H -3.15427 1.43778 4.82358 -0.024 -0.003 -0.015
H -2.26210 2.97081 2.32967 -0.013 -0.023 -0.023
H -2.35322 3.59185 3.94253 -0.030 -0.008 0.030
H -4.49952 2.91275 2.02927 -0.023 -0.019 -0.011
H -3.81375 4.01875 5.36122 0.007 -0.012 0.000
H -5.39106 4.65513 5.59565 -0.010 0.011 -0.002
H -6.55414 3.83676 2.36565 0.017 -0.009 -0.018
H -7.01347 4.43608 3.91399 0.003 -0.001 0.011
```
Positions in Å, forces in eV/Å.